C6H6O | ωB97M-V with the def2-TZVPD basis set

Positions of all 13 atoms, in Å:
C (-1.354, -0.280, 1.925)
C (-0.944, -0.811, 0.813)
C (-0.143, -0.615, -0.174)
C (1.274, -0.421, 0.089)
C (1.553, 0.592, -0.718)
O (0.633, 0.940, -1.647)
C (-0.515, 0.118, -1.429)
H (-1.955, -0.810, 2.650)
H (1.881, -0.724, 0.937)
H (-0.891, 0.720, 2.016)
H (2.500, 1.063, -0.786)
H (-0.640, -0.545, -2.280)
H (-1.398, 0.774, -1.396)

## Properties
**HOMO energy**: -0.2945 hartree
**Energy**: -8362.9659 eV
**SMILES**: C=C=C1C=COC1
**Gap between HOMO and LUMO**: 0.326 hartree
**LUMO energy**: 0.86 eV
**Energy relative to the best compared isomer or geometry (same formula, charge and spin)**: 81.64 kcal/mol
**Total charge**: 0